Formula: C56H90O41S2
Source: OMol25
Level of theory: the ωB97M-V functional and the def2-TZVPD basis

HOMO energy in eV: -8.3
ΔE to the lowest compared entry with this formula, charge and spin in kcal per mole: 0.0

```
189
Properties=species:S:1:pos:R:3:forces:R:3
C -0.574958 4.390011 2.175663 -0.59 0.05 -0.21
C -1.270522 3.794406 3.383695 -0.73 0.74 0.24
C -2.782956 3.431049 3.248520 1.42 0.46 -0.85
O -2.808991 2.046095 3.535091 -0.92 -0.04 0.17
C -1.595036 1.591382 3.877495 0.19 0.57 -0.53
O -1.363994 0.470256 4.180668 0.09 -0.72 0.31
O -0.677109 2.555992 3.743865 0.42 -0.15 0.28
H -0.396886 3.636983 1.404901 0.49 -0.12 0.23
H 0.305943 4.913574 2.536488 0.38 -0.28 -0.45
H -1.190591 5.134321 1.658828 -0.15 0.08 0.47
H -1.150472 4.502230 4.205080 0.10 -0.22 0.22
H -3.040352 3.630654 2.205572 -0.49 -0.36 0.03
H -3.420535 4.007462 3.911038 -0.08 -0.19 0.16
C -2.123712 6.733441 -2.062320 0.41 -0.32 -0.32
C -1.490490 5.788374 -1.055297 -0.87 0.57 -0.22
C -1.544632 4.330213 -1.492559 -0.75 -0.15 0.63
O -0.222377 3.874579 -1.281568 0.17 -0.47 -0.43
C 0.610416 4.930704 -1.164520 -1.37 0.26 0.12
O 1.770463 4.888616 -1.314234 1.45 -0.02 0.09
O -0.102329 6.049805 -0.857280 0.04 -0.12 -0.25
H -3.085039 6.311948 -2.365365 -0.14 0.19 0.19
H -1.521638 6.770316 -2.973128 0.08 0.08 0.06
H -2.236835 7.736594 -1.660924 -0.08 0.03 -0.04
H -2.032593 5.935507 -0.117470 0.34 -0.10 0.18
H -1.897719 4.162487 -2.510697 0.45 0.15 -0.17
H -2.238791 3.772875 -0.859274 0.20 -0.21 0.05
C -0.642208 -4.137119 -4.319676 0.17 -0.16 -0.03
C -0.999810 -2.671911 -4.441589 -0.11 -0.66 -0.62
C -0.488124 -1.997885 -5.746930 -0.01 0.14 1.79
O -1.676049 -1.487696 -6.366507 0.20 -0.28 -0.32
C -2.761927 -1.788549 -5.633307 0.19 0.09 0.86
O -3.869094 -1.397697 -5.814773 -0.17 -0.06 -0.57
O -2.434386 -2.558431 -4.568619 0.25 0.20 0.14
H -1.010732 -4.560907 -3.385104 0.00 0.03 0.01
H 0.440277 -4.279549 -4.345595 -0.01 0.11 0.10
H -1.055747 -4.722227 -5.142997 -0.09 0.14 -0.04
H -0.671459 -2.134466 -3.549224 -0.16 0.18 -0.09
H 0.107017 -2.698756 -6.325391 -0.38 0.12 -0.58
H 0.125036 -1.164792 -5.415133 0.18 0.04 -0.50
C -5.606137 -1.511652 -2.543087 -0.51 0.52 -1.26
C -5.183109 -2.788600 -1.870653 0.14 1.44 0.95
C -3.709987 -2.755455 -1.406521 -0.26 -0.74 0.10
O -3.794241 -3.147376 -0.031391 0.85 -0.03 0.41
C -5.056914 -3.253197 0.383454 -0.17 -0.01 -1.21
O -5.401029 -3.706379 1.419237 -0.21 0.11 0.84
O -5.880471 -2.812825 -0.595548 -0.27 -0.49 0.03
H -6.689199 -1.352369 -2.536966 -0.03 -0.52 0.09
H -5.325056 -1.527776 -3.601823 0.19 0.04 0.09
H -5.214934 -0.581617 -2.120854 0.44 -0.36 0.27
H -5.448655 -3.677590 -2.437469 0.01 -0.04 0.02
H -3.251551 -1.771233 -1.474801 -0.04 0.05 -0.06
H -3.089710 -3.520355 -1.865516 0.04 0.22 -0.39
C -2.357554 -3.442766 3.005778 -1.25 0.65 0.24
C -1.418127 -3.537471 4.179606 1.24 -0.15 -0.86
C -1.476936 -4.827427 5.027043 -0.16 0.21 -1.62
O -0.157628 -5.381961 4.885371 -0.30 -0.21 0.62
C 0.592694 -4.655546 4.037804 -0.22 0.75 0.74
O 1.752637 -4.827740 3.850285 0.59 -0.54 -0.37
O -0.098250 -3.637918 3.528313 -0.28 -0.21 0.27
H -1.948161 -2.811591 2.221885 0.35 -0.11 0.01
H -3.305301 -2.941971 3.226397 0.00 -0.24 0.36
H -2.619468 -4.418805 2.597566 0.22 -0.03 -0.03
H -1.294511 -2.657653 4.796243 -0.59 0.39 0.04
H -2.175885 -5.495960 4.517827 0.00 -0.20 0.44
H -1.773893 -4.652409 6.055156 0.35 -0.17 0.15
C 2.332449 1.332651 -6.943324 -0.81 -0.13 -0.46
C 1.691267 2.053420 -5.769346 1.08 -0.19 -0.13
C 0.440311 1.409971 -5.173759 1.10 1.30 -0.47
O 0.973305 0.608838 -4.130098 -0.10 -0.72 0.32
C 2.194447 1.093446 -3.735865 -0.45 0.26 -1.70
O 2.785571 0.742801 -2.772083 -0.02 -0.09 0.28
O 2.623452 1.969230 -4.669425 0.06 0.40 0.78
H 2.481441 0.269989 -6.744105 0.07 0.04 0.08
H 3.277348 1.768465 -7.257150 0.10 0.09 0.33
H 1.657658 1.436580 -7.802720 0.03 -0.14 0.04
H 1.535184 3.096301 -6.049230 0.05 0.05 0.38
H -0.016072 0.892956 -6.016369 -0.61 -0.50 0.70
H -0.159308 2.187492 -4.700307 -0.51 -0.29 -0.30
C -6.103403 4.398274 -4.607890 -0.37 0.32 0.07
C -5.619644 3.181880 -3.858667 0.47 -0.44 -0.62
C -5.710548 1.893475 -4.700569 0.52 -0.43 0.65
O -4.436788 1.267653 -4.470085 -0.62 -0.12 -0.22
C -3.594042 2.128297 -3.904565 -1.11 -0.08 -0.50
O -2.472613 1.857316 -3.688628 1.98 0.01 0.56
O -4.186470 3.306075 -3.657169 -0.25 0.26 0.15
H -7.182953 4.537408 -4.527879 0.00 -0.13 0.11
H -5.881487 4.299479 -5.670137 0.14 -0.01 0.02
H -5.630636 5.315137 -4.258185 0.02 -0.08 0.17
H -6.036675 2.976066 -2.873589 -0.24 0.48 0.02
H -5.818742 2.070301 -5.768297 -0.13 0.01 -0.01
H -6.435128 1.177964 -4.317674 -0.33 0.21 -0.25
C 4.345622 -1.739679 -1.264685 -0.32 0.31 -0.94
C 4.092088 -2.483577 -2.580570 0.07 -0.14 1.38
C 2.681351 -2.547589 -3.156064 -0.26 0.17 0.12
O 2.813512 -2.108895 -4.520970 0.06 0.01 0.06
C 4.067441 -1.640320 -4.709210 0.53 -0.60 0.55
O 4.491650 -1.167445 -5.710234 -0.32 0.38 -0.62
O 4.822599 -1.836779 -3.616785 0.22 -0.11 -0.12
H 3.799388 -2.173343 -0.423405 -0.05 0.06 -0.15
H 4.077459 -0.699966 -1.448909 -0.09 0.06 0.44
H 5.407775 -1.805928 -1.042251 0.00 -0.04 0.12
H 4.441620 -3.499540 -2.372331 0.32 -0.06 -0.80
H 1.971059 -1.866466 -2.683280 0.06 -0.07 0.21
H 2.337436 -3.576051 -3.121181 -0.29 0.10 -0.23
C 3.559853 2.446301 4.315000 -0.53 0.39 -0.57
C 4.958529 2.103776 4.760206 -0.44 0.55 0.13
C 5.299220 2.480912 6.198668 -0.62 -0.34 0.48
O 6.066641 1.348259 6.645053 0.24 0.21 0.25
C 5.922727 0.322401 5.792153 -0.26 1.16 -0.62
O 6.473598 -0.717864 5.867134 0.19 -0.93 0.35
O 5.091517 0.682477 4.775670 0.55 -0.29 -0.05
H 2.794671 1.781437 4.711659 0.24 0.13 0.67
H 3.383102 2.359590 3.238344 0.58 0.12 -0.04
H 3.338215 3.478133 4.601279 -0.10 -0.06 0.00
H 5.718893 2.586868 4.134806 -0.05 -0.50 -0.32
H 4.412098 2.566479 6.832245 -0.05 -0.16 -0.08
H 5.877071 3.392975 6.313584 0.24 -0.09 -0.20
C -7.973197 1.214439 -0.422151 0.06 0.02 0.70
C -6.821360 1.774784 0.388387 0.46 -1.56 -0.28
C -6.306134 0.811341 1.492893 -1.22 0.72 -0.33
O -4.905075 0.898375 1.342988 0.06 -0.73 0.85
C -4.581992 1.321631 0.116386 -0.87 0.62 1.17
O -3.468624 1.332732 -0.272743 0.97 -0.01 -1.03
O -5.664649 1.824795 -0.493991 -0.09 0.35 -0.38
H -8.206388 1.889720 -1.241772 -0.38 -0.03 0.07
H -8.803617 1.040780 0.268391 -0.27 0.40 -0.31
H -7.742093 0.223484 -0.813367 0.33 0.10 -0.09
H -7.003891 2.759866 0.818815 0.03 0.10 -0.33
H -6.676287 -0.210863 1.391180 0.28 -0.08 -0.34
H -6.674948 1.165062 2.454379 0.62 0.04 0.23
C -0.198938 -4.656576 0.005610 -0.02 -0.89 0.75
C 1.317418 -4.666759 -0.083084 0.32 -0.15 0.71
C 2.065186 -5.744125 0.774541 -2.30 0.87 -0.05
O 2.774297 -6.507850 -0.175284 0.54 0.02 0.46
C 2.597900 -6.027500 -1.426760 -0.80 -0.26 1.39
O 3.088651 -6.496788 -2.384671 0.54 -0.12 -1.13
O 1.696613 -5.026235 -1.411489 0.24 0.72 -0.36
H -0.686154 -4.460577 -0.946531 0.14 0.43 -0.02
H -0.525809 -3.991241 0.803582 -0.07 0.26 -0.24
H -0.550292 -5.647750 0.319845 0.01 -0.01 -0.18
H 1.709474 -3.700923 0.255774 0.10 0.17 -0.82
H 1.253332 -6.296489 1.259724 0.48 -0.71 -0.08
H 2.608048 -5.264453 1.580346 0.82 -0.26 -0.30
C -0.437611 0.304353 -1.395049 0.22 0.66 -1.54
C -0.334803 0.702679 0.046168 -0.59 -1.15 -0.18
C -0.479853 -0.494878 0.985481 0.12 0.16 0.74
O 0.866091 -0.810922 1.372238 -0.09 0.03 -0.51
C 1.620652 0.282219 1.141286 -0.38 -0.22 0.29
O 2.701188 0.426269 1.603622 0.86 0.25 0.00
O 0.970221 1.185150 0.389300 -0.12 0.32 -0.10
H -0.237678 1.159378 -2.045783 0.32 0.08 0.25
H -1.435846 0.047236 -1.761475 -0.18 -0.24 0.73
H 0.255748 -0.474371 -1.719869 0.10 -0.06 0.37
H -1.108176 1.437268 0.251239 0.28 0.31 0.21
H -0.936738 -1.375769 0.545116 -0.07 0.02 -0.11
H -0.963969 -0.209559 1.915183 -0.47 -0.16 -0.02
C 5.563794 1.888025 0.186787 -0.01 -0.08 -0.44
C 5.650058 3.392770 0.211067 0.86 -0.37 1.73
C 4.360545 4.046206 0.737808 -0.15 -0.62 -1.60
O 4.752641 4.866229 1.822211 -0.12 0.21 0.16
C 6.043138 4.627712 2.134877 0.44 -0.62 -0.65
O 6.646204 5.098792 3.042508 -0.22 0.40 0.57
O 6.596194 3.754251 1.273804 -0.30 0.19 -0.27
H 4.831479 1.658287 -0.592491 0.03 -0.47 0.13
H 5.261955 1.471475 1.147955 -0.40 0.24 -0.01
H 6.515485 1.401984 -0.027895 0.04 0.24 -0.36
H 6.083527 3.797908 -0.701998 -0.38 0.12 -0.10
H 3.654496 3.262514 1.024438 0.08 0.13 0.47
H 3.879037 4.588239 -0.076809 -0.01 0.50 0.41
C 4.942451 -1.971939 3.337357 -0.95 -0.63 -0.35
S 4.621723 -3.388344 2.243039 1.75 1.19 0.60
O 5.781781 -3.305558 1.294661 -0.53 -0.45 -0.46
C 5.110523 -4.613353 3.454742 -0.84 -1.55 -0.53
H 4.711828 -1.063745 2.789356 -0.06 0.05 0.02
H 5.976871 -1.993760 3.661569 0.04 -0.12 -0.01
H 4.247364 -2.127525 4.159953 0.17 0.39 0.26
H 4.478464 -4.627972 4.341450 0.21 0.47 0.15
H 6.183957 -4.637991 3.616667 0.01 0.52 0.16
H 4.854265 -5.565321 2.969779 0.20 0.02 -0.02
C 1.869106 -0.978182 4.900988 0.32 -0.22 0.10
S 2.063680 -0.553950 6.655624 -0.59 -0.03 -0.59
O 1.842487 0.919647 6.753751 0.18 -0.05 0.16
C 0.489236 -1.293856 7.189551 0.38 0.18 0.05
H 0.929669 -0.640794 4.472097 -0.17 0.26 0.24
H 1.942660 -2.061092 4.772890 0.08 0.00 0.11
H 2.707531 -0.512756 4.387084 -0.03 0.04 -0.07
H -0.260331 -0.543469 6.943778 -0.12 -0.11 -0.12
H 0.529847 -1.448903 8.264907 -0.04 -0.03 0.02
H 0.334964 -2.235371 6.666429 -0.07 -0.04 0.06
```
Forces are in eV/Å.

Results of the Löwdin charge analysis, in e, for atoms 1 through 4:
1 C 0.01
2 C -0.29
3 C -0.07
4 O 0.07